<i>
C4H3NS in the gas phase, computed with ωB97M-V/def2-TZVPD.

Last column: Mulliken charge in e.
Cartesian coordinates (Å):
S 3.38039 -0.65239 0.38223  -0.173
H -2.29037 -1.18156 0.71460  0.278
H -2.18379 0.02726 -0.84434  0.299
C -1.89957 -0.13910 0.17506  -1.099
C 2.05346 0.20791 -0.32924  -0.086
C 0.71364 0.18969 -0.12948  0.194
N 3.05000 0.79139 -0.72744  -0.464
C -0.48302 -0.03456 0.00265  0.787
H -2.34073 0.79136 0.75596  0.264

Calculated values
E_HOMO: -8.40 eV
LUMO: 0.05 eV
Molecular weight: 97.142 g mol⁻¹
SMILES: CC#CC1=NS1

=====

<ii>
A molecular structure, C4H3NS, computed with ωB97M-V/def2-TZVPD.

Last column: Mulliken charge in e.
Cartesian coordinates (Å):
C -0.71909 -1.69432 -0.09212  0.386
H 1.27081 -1.01417 -0.95638  0.328
C 0.19595 0.85218 0.11061  -0.037
H -0.09018 -0.72727 -1.87493  0.260
C 0.25471 1.46661 1.20602  -0.251
C 0.19972 -0.92901 -0.80467  -0.496
H 0.58168 1.68016 2.19862  0.398
N -1.56483 -2.22706 0.46835  -0.331
S -0.12876 2.59289 -0.25549  -0.258

Calculated values
E_HOMO: -8.11 eV
LUMO: -0.48 eV
Molecular weight: 97.142 g mol⁻¹

=====

Q: Which of them is the most stable? A: <i>.

=====

<i>
2 unconnected molecules or ions with the total composition C4H9N, computed with ωB97M-V/def2-TZVPD.

Last column: Mulliken charge in e.
Cartesian coordinates (Å):
C -0.02874 2.40032 0.20214  -0.667
H -0.47746 1.43153 0.13355  0.272
H -3.40993 -3.56883 -1.11997  0.244
H 1.26557 0.67146 1.81327  0.305
H 1.58058 3.42526 1.14047  0.271
N -2.50157 -3.28146 -0.75884  -0.455
H 2.76599 1.66428 1.84668  0.298
C 1.18975 2.51313 0.70478  -0.005
C 1.94048 1.30457 1.24029  -0.997
H 2.39310 0.67069 0.48036  0.267
H -0.62741 3.29606 0.08710  0.255
C -1.61221 -3.56418 -1.61429  -0.217
H -0.68014 -2.98856 -1.54560  0.207
H -1.79803 -3.97429 -2.60994  0.221

Calculated values
E_HOMO: -9.59 eV
LUMO: 1.04 eV
Molecular weight: 71.123 g mol⁻¹
SMILES: C=CC.C=N

=====

<ii>
C4H9N in the gas phase, computed with ωB97M-V/def2-TZVPD.

Last column: Mulliken charge in e.
Cartesian coordinates (Å):
C -0.23506 -0.86505 -1.09501  0.148
H -1.17612 1.38377 2.37761  0.301
C 0.14321 0.11848 1.20445  -0.328
N 0.22975 0.18864 -0.31779  -0.341
H -0.89467 1.49254 0.32947  0.289
H -0.07055 -2.17207 -2.72828  0.245
C -0.51939 1.44381 1.51272  -0.932
H 1.35097 -1.03990 -2.47049  0.234
H 1.14411 0.02855 1.63928  0.278
H -0.51397 -0.72307 1.43725  0.322
H 0.20501 2.24927 1.62398  0.249
H 1.10355 0.57970 -0.65164  0.136
H -1.14052 -1.31012 -0.70405  0.281
C 0.37367 -1.37454 -2.15751  -0.883

Calculated values
E_HOMO: -8.14 eV
LUMO: 1.21 eV
Molecular weight: 71.123 g mol⁻¹
SMILES: C=CNCC

=====

<iii>
2 unconnected molecules or ions with the total composition C4H9N, computed with ωB97M-V/def2-TZVPD.

Last column: Mulliken charge in e.
Cartesian coordinates (Å):
H -2.17751 -2.16882 -1.05130  0.185
C -2.27753 -2.67369 -0.06024  -0.223
H 1.62700 3.24398 -1.06381  0.229
C 1.48923 1.67623 0.28847  -0.141
H 1.37832 1.43533 1.34966  0.330
H 3.36578 0.72042 -0.12421  0.269
H 2.04557 -0.43364 -0.30221  0.303
H 2.05566 0.66228 -1.52899  0.333
N -2.63028 -2.10580 1.02207  -0.492
H -2.07200 -3.73876 -0.15891  0.259
C 0.91584 2.58124 -0.52642  -0.614
H -0.09399 2.91283 -0.80076  0.257
C 2.34806 0.61707 -0.48303  -0.967
H -2.57055 -1.10849 0.78481  0.271

Calculated values
E_HOMO: -8.14 eV
LUMO: 0.59 eV
Molecular weight: 71.123 g mol⁻¹
SMILES: C=CC.C=N

=====

Q: Which of them is the most stable? A: <ii>.

=====

<i>
2 unconnected molecules or ions with the total composition C4H9N, computed with ωB97M-V/def2-TZVPD.

Last column: Mulliken charge in e.
Cartesian coordinates (Å):
H -1.41473 -0.45765 -2.33357  0.309
H -1.79385 -1.86812 1.48718  0.266
H -0.29450 0.36023 -1.20494  0.069
C -0.87995 -0.54081 -1.39465  -0.570
H -0.16258 -1.44136 0.84115  0.243
H -0.14896 -1.34777 -1.50712  0.308
H 2.34946 0.81654 -0.84370  0.225
C -1.24027 -1.27975 0.75352  -0.242
H 3.29590 0.94546 0.71990  0.234
H 0.45053 2.00132 0.33451  0.275
H 1.48293 1.95607 1.84384  0.253
C 2.35136 1.06312 0.20971  -0.398
N -1.80331 -0.85937 -0.29714  -0.405
C 1.30183 1.56975 0.84596  -0.568

Calculated values
E_HOMO: -9.68 eV
LUMO: 1.12 eV
Molecular weight: 71.123 g mol⁻¹
SMILES: C=NC.C=C

=====

<ii>
2 unconnected molecules or ions with the total composition C4H9N, computed with ωB97M-V/def2-TZVPD.

Last column: Mulliken charge in e.
Cartesian coordinates (Å):
H -1.51189 -0.60691 -0.31750  0.196
C -2.28707 0.06233 -0.68677  -0.885
C 0.62275 -0.67895 1.41379  0.034
N 0.73523 -0.40805 -0.04277  -0.291
H -1.85733 1.06198 -0.80641  0.180
H -0.30009 1.41803 1.11340  0.369
H 2.65089 -0.86214 -0.77170  0.268
H 2.61574 0.52030 0.36497  0.358
C 2.07765 0.01386 -0.45076  -0.886
H -3.12835 0.10404 0.00883  0.262
H 0.83759 -1.48100 2.09804  0.378
C 0.17603 0.45554 1.03749  -0.567
H 1.98875 0.70088 -1.29973  0.284
H -2.61992 -0.29991 -1.66089  0.300

Calculated values
E_HOMO: -8.38 eV
LUMO: 1.16 eV
Molecular weight: 71.123 g mol⁻¹
SMILES: CN1C=C1.C

=====

Q: Which of them is the most stable? A: <i>.

=====

<i>
C4H9N in the gas phase, computed with ωB97M-V/def2-TZVPD.

Last column: Mulliken charge in e.
Cartesian coordinates (Å):
C 0.39151 -0.71213 -0.15743  -0.622
H 0.69604 -1.29252 0.73948  0.325
H 0.78448 -1.38314 -0.92299  0.424
H -1.28139 1.56192 0.49856  0.299
C 2.25173 0.64513 -0.70803  -0.418
H 3.05675 -0.08677 -0.51909  0.287
H -1.59575 -0.37919 -1.09969  0.306
N 1.14959 0.55397 -0.09034  -0.322
H -1.06129 0.50021 1.79301  0.316
H 2.46621 1.51405 -1.33497  0.251
C -1.58462 0.56955 0.83707  -1.131
H -2.66555 0.49309 0.93633  0.356
C -1.10210 -0.50226 -0.13203  -0.330
H -1.50561 -1.48190 0.16012  0.258

Calculated values
E_HOMO: -8.55 eV
LUMO: 0.83 eV
Molecular weight: 71.123 g mol⁻¹
SMILES: C=NCCC

=====

<ii>
C4H9N in the gas phase, computed with ωB97M-V/def2-TZVPD.

Last column: Mulliken charge in e.
Cartesian coordinates (Å):
H 2.49567 -1.50721 -0.59256  0.319
H 1.45809 -1.27396 0.91973  0.378
C 0.55299 -0.43301 -0.76726  -0.203
H 0.36464 -0.84545 -1.75157  0.320
H 2.39766 -0.02415 0.34727  0.318
H -0.66577 1.69069 1.21652  0.240
C -1.89382 0.18484 -0.36448  -1.343
N -0.12228 0.83969 1.18840  -0.516
C 1.80894 -0.87838 -0.04844  -1.321
H -2.09873 -0.34057 -1.29838  0.312
H 0.88262 0.81846 1.21399  0.245
H -2.07652 1.20169 -0.77049  0.336
C -0.42568 0.19744 -0.09067  0.571
H -2.62158 -0.00520 0.41300  0.343

Calculated values
E_HOMO: -7.93 eV
LUMO: 1.09 eV
Molecular weight: 71.123 g mol⁻¹
SMILES: C/C=C(/C)N

=====

Q: Which of them is the most stable? A: <ii>.